Entry 1:
A structure of composition F6PRb in a non-equilibrium geometry. Source: the Open Molecules 2025 dataset; level of theory: ωB97M-V/def2-TZVPD.

Properties
ΔE to the lowest compared entry with this formula, charge and spin, eV: 0.000
Net charge: +1
HOMO energy (spin up / spin down), eV: -18.7 / -18.5
E_tot, eV: -26244.016
2S+1: 2
Frontier orbital gap (spin up / spin down), eV: 14.73 / 6.21

Element x y z (Å)
F1 0.22 -0.55 1.88
F2 -0.29 1.57 1.01
F3 1.76 0.65 0.52
Rb1 -1.41 -1.23 -2.56
F4 -1.37 -0.25 0.14
F5 0.67 -1.21 -0.30
P1 0.17 0.18 0.40
F6 0.26 0.84 -1.07


Entry 2:
A cluster of 16 separate species, C32H52F8N4O32 in total in a non-equilibrium geometry. Source: the Open Molecules 2025 dataset; level of theory: ωB97M-V/def2-TZVPD.

Properties
ΔE to the lowest compared entry with this formula, charge and spin, eV: 0.000
Net charge: 0
HOMO energy, eV: -9.3
E_tot, eV: -127250.385
Frontier orbital gap, eV: 9.11

Element x y z (Å)
C1 1.78 -3.77 0.04
O1 -0.40 -0.12 5.53
F1 -2.82 -4.31 4.44
F2 -0.48 4.78 -1.59
H1 -0.18 -5.45 -4.42
H2 1.22 -4.51 -4.45
C2 -0.49 0.69 4.39
C3 -7.40 2.91 -2.08
O2 -0.37 0.97 -2.49
C4 3.01 0.92 1.77
H3 -2.52 -3.65 -0.77
H4 5.60 -0.83 1.26
C5 4.57 2.95 -1.46
O3 0.26 1.83 6.31
O4 5.58 3.08 -0.45
O5 2.28 1.93 1.83
O6 1.45 -3.43 3.99
O7 6.41 4.63 0.92
C6 7.62 -0.61 -1.54
F3 8.54 -1.94 -3.28
H5 1.12 -1.98 -3.19
O8 -4.17 1.10 5.00
H6 -3.13 -0.24 -4.00
O9 6.23 -0.21 -1.56
H7 1.82 0.62 -4.40
H8 -0.95 -0.79 -0.15
C7 3.76 4.10 -0.96
O10 -0.01 -2.22 -4.39
H9 -5.42 0.55 3.50
H10 8.53 0.03 -3.54
O11 -3.43 -2.77 0.26
C8 5.66 4.29 0.01
C9 -6.62 4.01 -2.85
N1 1.98 -1.75 -2.72
H11 -1.89 -1.46 -3.94
O12 -4.36 1.39 -2.72
C10 -0.17 0.63 6.61
C11 -3.56 -1.61 -0.16
C12 7.96 -0.76 -3.06
O13 0.62 -3.44 -0.29
H12 -0.93 -4.01 -1.01
H13 -1.70 -3.96 2.00
H14 2.09 -2.49 -2.04
H15 2.19 2.34 -3.92
C13 -2.27 3.43 -0.85
N2 0.00 -0.63 0.13
C14 2.18 -4.85 1.00
H16 -1.99 -5.20 -0.93
H17 -8.09 2.35 -2.72
O14 -2.52 3.04 0.47
O15 -4.26 3.24 4.64
C15 -1.71 3.66 1.33
H18 -1.47 1.11 4.19
C16 -1.62 -3.13 2.69
O16 -0.68 -3.81 4.60
C17 5.68 -0.47 -2.73
O17 4.26 0.78 1.30
O18 -6.39 1.94 -1.79
F4 -6.22 4.97 -2.00
C18 -1.94 -3.41 4.17
H19 -6.11 2.85 3.87
C19 4.55 -0.59 1.14
H20 0.31 -4.60 -5.96
F5 -3.51 0.91 2.87
F6 -0.03 -0.02 3.39
H21 2.01 -0.84 -2.30
H22 -5.41 -0.49 -0.40
C20 -4.56 1.21 3.61
H23 -1.68 0.01 -3.22
H24 -4.34 0.37 0.56
H25 4.08 -0.87 0.20
C21 -5.33 2.14 -2.62
H26 -2.63 -0.94 -2.57
H27 -2.93 4.20 -1.26
C22 0.83 1.20 -2.57
H28 1.62 1.54 4.82
H29 2.34 -4.54 2.04
C23 0.26 -3.35 3.82
H30 2.81 -1.78 -3.30
C24 -5.06 2.70 3.61
H31 3.09 3.77 -0.16
H32 7.78 -1.43 -0.84
H33 -7.09 4.60 -3.63
H34 8.26 0.14 -1.09
H35 3.05 -5.25 0.49
O19 -0.26 -2.71 2.76
H36 3.13 4.54 -1.74
H37 -4.95 3.20 2.66
H38 0.47 -1.49 -0.12
C25 -0.83 3.77 -0.73
H39 -7.88 3.33 -1.20
C26 0.22 -4.53 -4.87
H40 -2.23 -2.28 2.40
H41 4.07 1.98 -1.44
O20 -0.70 4.23 0.64
C27 -3.80 2.28 5.51
O21 -2.69 -1.14 -0.89
O22 2.69 -3.01 -0.37
O23 4.47 -0.36 -2.99
F7 4.98 3.16 -2.64
O24 -0.19 0.24 7.77
H42 0.36 2.75 4.41
O25 4.66 5.03 -0.51
O26 -1.70 -3.43 -4.04
H43 3.43 -2.20 2.23
N3 -1.88 -4.25 -1.27
O27 2.63 -0.30 2.14
O28 1.56 1.01 -1.55
O29 -1.85 3.55 2.51
H44 -2.18 -2.50 4.72
H45 -5.05 -1.00 1.30
F8 4.44 -0.90 3.32
O30 -5.53 3.30 -3.33
C28 1.47 1.52 -3.90
H46 -2.48 2.60 -1.52
H47 -1.84 -4.19 -2.28
O31 6.63 -0.96 -3.56
H48 0.39 0.03 -0.52
C29 -4.64 -0.66 0.35
O32 -3.10 2.43 6.48
C30 -0.56 -3.32 -4.50
C31 3.75 -1.16 2.26
H49 0.73 1.92 -4.60
H50 1.45 -5.66 1.02
C32 0.56 1.78 4.86
N4 -2.36 -0.68 -3.51
H51 -0.06 3.00 -0.72
H52 0.11 -0.31 1.08


Entry 3:
A cluster of 2 separate species, CH3N2O2 in total in a non-equilibrium geometry. Source: the Open Molecules 2025 dataset; level of theory: ωB97M-V/def2-TZVPD.

Properties
ΔE to the lowest compared entry with this formula, charge and spin, eV: 0.522
Net charge: +1
HOMO energy (spin up / spin down), eV: -11.6 / -18.3
E_tot, eV: -8147.684
2S+1: 3
Frontier orbital gap (spin up / spin down), eV: 5.99 / 7.97

Element x y z (Å)
O1 0.62 0.46 0.06
N1 3.41 0.03 0.05
O2 2.52 -0.62 -0.03
N2 -1.52 -0.39 0.01
H1 -0.89 1.61 -0.34
C1 -0.58 0.60 -0.04
H2 -2.49 -0.40 0.28
H3 -1.05 -1.31 0.01


Entry 4:
A structure of composition C26H28IN2O2Se2V in a non-equilibrium geometry. Source: the Open Molecules 2025 dataset; level of theory: ωB97M-V/def2-TZVPD.

Properties
ΔE to the lowest compared entry with this formula, charge and spin, eV: 0.792
Net charge: -1
HOMO energy (spin up / spin down), eV: -2.1 / -4.0
E_tot, eV: -198974.079
2S+1: 4
Frontier orbital gap (spin up / spin down), eV: 4.28 / 6.17

Element x y z (Å)
H1 -1.69 6.10 -3.82
O1 0.55 -1.79 1.32
C1 -2.19 -0.61 1.25
H2 -0.75 1.92 4.69
C2 0.11 -3.07 -3.79
O2 0.26 0.94 -1.20
H3 -3.53 1.02 1.62
N1 -1.89 1.04 -0.40
H4 -4.05 -0.54 2.32
N2 -1.42 -0.08 0.30
C3 -0.27 4.79 -2.88
C4 -0.17 -2.02 -1.52
H5 4.71 -1.08 4.92
C5 0.87 -3.22 -4.99
C6 0.61 -2.27 -2.72
C7 1.74 2.42 3.29
H6 -0.37 0.24 4.17
I1 2.92 -0.92 -1.25
C8 -1.36 -2.71 -1.44
H7 -2.39 -2.02 2.84
C9 2.08 -2.63 -5.13
C10 -0.07 3.59 -2.20
C11 -0.41 -2.15 2.14
H8 5.24 0.50 4.33
C12 -1.14 -3.71 -3.64
H9 -4.19 -0.21 0.57
H10 -3.26 2.50 -2.05
C13 -2.43 3.15 -2.29
C14 4.39 -0.07 4.69
C15 -0.01 -3.15 3.20
C16 1.92 -1.75 -2.91
V1 0.38 -0.62 -0.11
Se1 0.11 1.90 2.33
H11 -3.62 4.63 -3.30
H12 0.87 -3.69 2.87
H13 -2.79 -4.07 -2.35
C17 2.64 -1.90 -4.06
H14 -0.82 -3.86 3.41
C18 -1.84 -3.55 -2.47
C19 -0.92 1.51 -1.14
H15 3.98 0.39 5.59
C20 -1.54 5.17 -3.28
Se2 3.04 -0.21 3.29
C21 -1.15 2.77 -1.89
H16 0.45 -3.83 -5.79
H17 1.55 2.24 4.35
H18 2.64 -2.74 -6.05
H19 1.86 3.49 3.13
H20 3.63 -1.47 -4.14
H21 0.92 3.28 -1.90
H22 3.15 1.79 1.78
H23 -1.52 -4.34 -4.44
H24 -1.98 -2.59 -0.56
C22 -2.62 4.34 -2.98
H25 0.58 5.42 -3.11
C23 -3.57 -0.06 1.46
H26 -1.85 1.04 3.60
H27 3.87 2.13 3.36
C24 3.01 1.70 2.86
H28 0.25 -2.63 4.14
C25 -1.70 -1.64 2.10
C26 -0.81 1.19 3.88


Entry 5:
A cluster of 4 separate species, C45H84N4O7 in total in a non-equilibrium geometry. Source: the Open Molecules 2025 dataset; level of theory: ωB97M-V/def2-TZVPD.

Properties
ΔE to the lowest compared entry with this formula, charge and spin, eV: 0.000
Net charge: -1
HOMO energy (spin up / spin down), eV: -4.7 / -4.7
E_tot, eV: -68314.909
2S+1: 4
Frontier orbital gap (spin up / spin down), eV: 6.74 / 6.29

Element x y z (Å)
C1 2.78 -1.31 -1.67
H1 -5.99 -5.36 -0.84
H2 -1.44 5.80 1.19
H3 -2.62 0.55 -3.69
H4 5.50 -1.97 0.40
H5 6.85 -0.43 -0.37
H6 -1.30 -6.35 0.04
H7 7.76 -3.97 0.26
C2 -4.63 4.55 -2.48
H8 0.57 -2.54 0.48
O1 0.98 -2.57 -2.63
H9 2.00 -0.24 0.07
C3 -5.25 -3.25 0.43
H10 7.70 -0.57 3.17
H11 -4.68 -2.51 0.99
C4 -2.57 3.13 3.04
O2 0.85 2.20 2.37
H12 -6.62 1.82 -1.70
H13 -0.53 -4.76 -0.01
H14 -2.72 -2.14 -3.28
C5 -0.28 3.13 4.14
C6 -4.02 -2.62 -1.64
H15 3.56 -1.96 -1.28
C7 2.67 1.02 -2.09
H16 -4.09 1.42 -3.98
H17 5.60 0.37 2.10
C8 6.44 0.46 0.11
O3 -2.75 -3.99 0.70
C9 1.99 2.01 -1.97
H18 3.61 0.09 3.60
H19 -1.31 5.04 4.60
C10 -1.03 -5.51 -0.61
C11 2.14 -2.12 -2.86
C12 -3.07 -3.03 -2.76
H20 -5.07 -5.26 -2.33
H21 -0.99 1.18 -2.32
H22 0.68 -1.24 2.53
H23 -1.28 -3.05 -1.59
H24 -5.23 4.60 0.16
C13 -5.09 3.36 -1.63
C14 -3.69 4.15 -3.62
H25 -0.53 4.28 5.95
H26 7.08 1.27 1.97
C15 -0.43 4.47 4.88
H27 6.75 -2.98 -2.29
C16 -6.13 2.51 -2.38
H28 -1.90 -6.58 -2.72
H29 6.82 -4.62 -1.70
H30 -2.86 4.13 3.39
H31 -6.89 3.17 -2.81
H32 -6.11 3.07 0.26
H33 5.45 -3.62 -1.33
H34 -0.46 4.27 -0.41
C17 0.13 3.73 0.34
H35 0.27 2.22 6.00
H36 -1.88 4.03 -2.45
C18 1.75 -1.08 -0.58
H37 2.34 -3.16 2.14
C19 -1.69 1.54 -1.56
C20 1.62 -2.34 0.30
N1 3.42 -0.07 -2.20
H38 1.60 2.95 -1.70
H39 5.37 -0.78 -1.95
C21 -1.91 3.22 1.67
H40 -3.59 -3.64 -3.50
C22 4.80 0.12 -1.77
H41 -0.31 -5.86 -1.35
H42 4.33 0.04 0.32
H43 -2.10 2.44 5.03
C23 -2.26 -4.96 -1.32
H44 2.01 -3.18 -0.25
C24 6.17 -2.68 0.87
H45 -2.55 3.75 0.97
H46 8.37 -0.85 1.60
C25 -1.64 2.45 4.04
H47 -3.99 0.29 -2.61
H48 -5.53 -4.05 1.11
C26 -2.49 3.36 -3.07
H49 -5.73 1.93 -3.21
H50 -6.74 4.39 -0.73
H51 5.22 0.89 -2.42
H52 6.98 1.32 -0.28
C27 6.53 -3.61 -1.44
C28 -1.86 -3.76 -2.18
C29 -2.91 2.15 -2.24
H53 0.19 2.69 0.03
H54 3.41 -1.96 1.46
C30 4.98 0.61 -0.34
H55 -1.97 0.69 -0.94
O4 -3.33 3.10 -0.20
H56 2.07 -0.18 2.24
H57 -1.51 1.40 3.74
H58 5.91 -2.08 2.89
C31 -3.45 1.05 -3.18
C32 7.43 -0.80 2.14
H59 5.57 -3.55 1.09
H60 0.76 1.27 4.61
H61 7.45 -2.89 2.56
H62 -3.33 5.04 -4.13
H63 -1.86 3.03 -3.89
C33 -0.54 3.90 1.70
H64 0.80 -0.91 -1.06
C34 1.76 -1.17 2.52
H65 1.65 2.73 5.04
C35 -0.69 5.43 1.89
H66 -3.50 2.56 2.95
O5 2.22 -1.41 3.89
C36 6.74 -2.16 2.18
H67 -1.01 5.74 2.88
C37 -5.49 -4.67 -1.53
C38 3.19 -0.63 4.32
H68 0.46 5.10 4.74
H69 -3.52 -1.87 -1.02
H70 -5.51 5.06 -2.88
H71 7.90 -2.33 -0.40
C39 0.66 2.29 4.99
H72 -3.28 -6.87 -1.66
N2 -3.30 -4.58 -0.31
O6 3.64 -0.70 5.43
H73 4.73 1.66 -0.29
C40 -4.48 -3.79 -0.77
C41 -5.82 3.89 -0.40
H74 -6.16 -2.77 0.07
C42 6.58 0.36 1.64
H75 0.25 5.93 1.68
H76 -3.39 -5.77 -3.05
N3 -3.92 2.54 -1.20
H77 -6.26 -4.04 -1.98
H78 -1.16 2.26 -0.95
N4 0.32 3.31 2.77
H79 -4.23 3.56 -4.37
C43 -2.75 -6.10 -2.24
H80 -1.20 -4.09 -2.98
O7 2.87 -2.23 -3.90
C44 2.36 -2.21 1.61
C45 7.21 -3.13 -0.14
H81 1.14 4.15 0.35
H82 -4.90 -2.13 -2.07
H83 -1.79 2.21 1.27
H84 -4.11 5.27 -1.84


Entry 6:
A structure of composition C37H40CaN6O7P in a non-equilibrium geometry. Source: the Open Molecules 2025 dataset; level of theory: ωB97M-V/def2-TZVPD.

Properties
ΔE to the lowest compared entry with this formula, charge and spin, eV: 0.781
Net charge: -1
HOMO energy, eV: -5.3
E_tot, eV: -90026.300
Frontier orbital gap, eV: 7.63

Element x y z (Å)
O1 -1.39 -1.81 -3.15
H1 -1.08 -2.75 4.66
C1 0.66 5.51 -0.11
C2 1.60 -0.93 -5.44
P1 2.60 0.55 -1.78
H2 -4.52 0.80 2.03
H3 1.60 -1.43 -0.33
C3 5.20 -0.59 -1.92
C4 2.55 0.33 -3.61
H4 -3.16 -2.10 -1.38
H5 7.20 -1.39 -2.05
H6 -4.08 2.16 -0.62
C5 2.42 -0.26 -6.34
H7 2.12 2.73 4.77
H8 -4.48 4.55 0.63
C6 4.57 2.35 -0.73
O2 -0.86 -2.67 5.67
H9 -2.75 4.31 0.93
Ca1 -0.50 0.39 0.31
H10 2.15 -2.74 0.57
C7 1.66 -0.64 -4.08
C8 3.63 -1.74 -0.49
H11 2.04 3.18 -2.81
C9 0.35 -0.85 3.36
O3 -1.00 -2.75 2.96
H12 -2.44 -0.55 2.21
H13 5.98 3.74 0.11
O4 -0.54 -0.36 -1.63
C10 2.36 2.11 3.91
C11 -0.04 -1.69 5.90
C12 -2.85 -1.07 -1.46
C13 5.12 3.62 -0.54
H14 -0.99 5.79 -1.45
H15 3.03 5.41 -2.51
H16 -2.07 3.91 -2.52
C14 -0.35 -1.81 2.44
H17 -3.53 -0.56 -2.14
H18 3.42 1.86 3.97
C15 3.47 4.55 -2.02
H19 5.00 1.50 -0.21
H20 4.44 -3.46 0.53
O5 0.33 -1.35 7.01
H21 0.89 -1.68 -5.79
C16 1.37 4.58 0.65
C17 -3.55 0.52 0.21
C18 2.92 3.29 -2.20
N1 1.02 0.26 2.85
O6 -0.27 -1.58 1.20
C19 -0.23 2.78 0.04
C20 5.92 -2.51 -0.70
H22 -5.41 4.11 -1.56
H23 3.93 1.25 -6.58
C21 6.21 -1.49 -1.60
N2 -2.41 0.46 2.36
C22 3.48 2.16 -1.58
N3 -2.83 -0.48 -0.10
C23 1.53 0.87 3.91
O7 -4.38 1.17 -0.62
C24 -2.11 3.37 -1.56
C25 -1.48 -1.10 -2.15
H24 2.19 2.69 3.01
H25 0.97 -1.13 -3.40
C26 -0.90 3.75 -0.73
C27 3.92 -0.67 -1.37
C28 0.93 3.26 0.70
H26 5.41 0.21 -2.62
C29 3.29 0.72 -5.88
H27 5.01 5.71 -1.05
H28 -2.06 2.31 -1.79
H29 6.70 -3.23 -0.43
H30 1.46 0.44 5.99
H31 2.37 -0.49 -7.40
C30 4.58 4.72 -1.20
H32 -2.50 0.61 3.36
H33 -3.28 5.61 -0.14
N4 2.38 -1.90 0.07
N5 1.21 0.21 5.04
H34 -4.14 4.99 -2.43
C31 0.46 -0.88 4.73
H35 1.54 2.55 1.26
H36 -4.43 3.27 -2.77
C32 3.36 1.01 -4.53
N6 -3.46 3.63 -0.94
C33 -3.49 4.58 0.18
H37 4.04 1.78 -4.18
C34 -4.41 4.03 -1.98
H38 1.00 6.54 -0.18
C35 -3.54 1.04 1.62
C36 4.66 -2.65 -0.16
H39 2.28 4.88 1.18
C37 -0.46 5.08 -0.81
H40 -3.46 2.12 1.60


Question: The highest ΔE to the lowest compared entry with this formula, charge and spin belongs to which entry?
Answer: C26H28IN2O2Se2V